The following is a DFT calculation (ωB97M-V with the def2-TZVPD basis set) of a 8-piece molecular cluster, C32H48O16 overall.

Cartesian coordinates (Å):
O1 4.924 0.353 -6.015
C1 4.660 0.645 -4.878
O2 4.627 -0.266 -3.903
C2 4.510 0.359 -2.626
C3 4.079 1.813 -2.885
C4 4.520 2.063 -4.319
H1 5.440 0.333 -2.048
H2 3.845 -0.204 -1.969
H3 4.632 2.430 -2.177
H4 3.005 1.936 -2.760
H5 5.489 2.544 -4.422
H6 3.744 2.569 -4.888
O3 0.409 3.629 1.956
C5 -0.385 4.455 1.604
O4 -0.025 5.602 1.004
C6 -1.184 6.328 0.554
C7 -2.297 5.844 1.495
C8 -1.892 4.417 1.788
H7 -1.385 6.065 -0.483
H8 -1.044 7.397 0.681
H9 -3.320 6.006 1.166
H10 -2.180 6.371 2.445
H11 -2.295 3.602 1.175
H12 -2.152 4.053 2.784
O5 -1.906 -1.377 -6.485
C9 -0.966 -0.646 -6.363
O6 -0.576 -0.250 -5.128
C10 0.574 0.576 -5.163
C11 1.061 0.611 -6.617
C12 -0.094 -0.006 -7.419
H13 1.381 0.249 -4.505
H14 0.275 1.549 -4.759
H15 2.006 0.092 -6.781
H16 1.289 1.608 -7.000
H17 0.253 -0.761 -8.121
H18 -0.690 0.716 -7.975
O7 1.133 0.123 -1.985
C13 0.600 -0.099 -0.938
O8 0.572 -1.335 -0.437
C14 -0.053 -1.418 0.848
C15 -0.502 0.011 1.191
C16 -0.066 0.878 0.016
H19 0.693 -1.678 1.598
H20 -0.883 -2.108 0.837
H21 -0.095 0.430 2.110
H22 -1.576 0.067 1.395
H23 0.813 1.442 0.353
H24 -0.677 1.608 -0.503
O9 -1.271 3.186 5.280
C17 -0.472 2.308 5.445
O10 -0.011 1.571 4.434
C18 0.666 0.400 4.882
C19 0.249 0.260 6.345
C20 -0.019 1.720 6.777
H25 1.740 0.511 4.743
H26 0.284 -0.485 4.369
H27 1.052 -0.232 6.897
H28 -0.667 -0.298 6.536
H29 0.891 2.170 7.178
H30 -0.772 1.887 7.541
O11 4.095 -4.586 -4.754
C21 3.014 -4.179 -4.419
O12 1.896 -4.825 -4.689
C22 0.699 -4.195 -4.206
C23 1.186 -2.916 -3.464
C24 2.707 -2.880 -3.674
H31 0.129 -4.838 -3.543
H32 0.158 -3.939 -5.114
H33 0.941 -3.007 -2.409
H34 0.657 -2.056 -3.866
H35 3.197 -2.989 -2.708
H36 2.959 -1.954 -4.175
O13 -0.618 -5.781 -0.792
C25 -0.702 -5.368 0.328
O14 0.364 -4.993 1.041
C26 0.012 -4.701 2.408
C27 -1.471 -4.387 2.337
C28 -1.972 -5.192 1.141
H37 0.595 -3.863 2.780
H38 0.254 -5.615 2.950
H39 -1.659 -3.324 2.214
H40 -1.910 -4.630 3.309
H41 -2.639 -4.637 0.484
H42 -2.364 -6.183 1.362
O15 -4.696 3.159 3.727
C29 -4.567 2.052 4.150
O16 -5.241 1.624 5.225
C30 -4.876 0.289 5.569
C31 -3.508 0.072 4.936
C32 -3.579 1.002 3.703
H43 -5.638 -0.362 5.134
H44 -4.811 0.083 6.635
H45 -3.282 -0.957 4.668
H46 -2.734 0.512 5.566
H47 -3.940 0.483 2.811
H48 -2.619 1.455 3.461

Energy above the lowest of the compared OMol25 structures with the same formula, charge and spin ... 93.2 kJ/mol
E_HOMO ... -9.283 eV
SMILES ... O=C1CCCO1.O=C1CCCO1.O=C1CCCO1.O=C1CCCO1.O=C1CCCO1.O=C1CCCO1.O=C1CCCO1.O=C1CCCO1

Atomic partial charges in e from the Mulliken method, atoms 1 to 5: -0.619 0.556 -0.349 -0.239 -0.339

The following is a DFT calculation (ωB97M-V with the def2-TZVPD basis set) of a 8-piece molecular cluster, C32H48O24 overall.

Cartesian coordinates (Å):
C1 -4.406 -0.789 -5.290
C2 -5.109 -0.423 -4.012
C3 -4.120 0.457 -3.124
O1 -4.816 1.721 -3.023
C4 -5.975 1.629 -3.547
O2 -6.839 2.508 -3.525
O3 -6.089 0.545 -4.302
H1 -3.393 -1.189 -5.332
H2 -4.380 0.105 -5.912
H3 -4.953 -1.484 -5.927
H4 -5.446 -1.158 -3.282
H5 -3.088 0.548 -3.463
H6 -3.925 0.015 -2.147
C5 -0.796 -4.508 -0.041
C6 -2.267 -4.152 -0.310
C7 -3.130 -5.254 -0.846
O4 -4.226 -5.368 0.002
C8 -3.912 -4.668 1.162
O5 -4.567 -4.724 2.169
O6 -2.725 -4.067 1.072
H7 -0.700 -5.526 0.337
H8 -0.348 -3.777 0.632
H9 -0.269 -4.552 -0.994
H10 -2.243 -3.201 -0.842
H11 -2.660 -6.237 -0.857
H12 -3.350 -4.962 -1.873
C9 -0.823 -2.350 -4.169
C10 0.235 -3.379 -4.466
C11 1.652 -3.405 -3.637
O7 1.806 -4.797 -3.386
C12 0.734 -5.518 -3.783
O8 0.614 -6.781 -3.661
O9 -0.306 -4.696 -4.224
H13 -1.052 -2.475 -3.111
H14 -1.787 -2.418 -4.675
H15 -0.371 -1.367 -4.299
H16 0.408 -3.464 -5.538
H17 1.762 -2.690 -2.822
H18 2.356 -3.047 -4.388
C13 4.239 -2.676 4.337
C14 5.642 -2.189 3.955
C15 5.886 -0.762 3.648
O10 6.987 -0.402 4.510
C16 7.250 -1.433 5.253
O11 8.063 -1.304 6.147
O12 6.390 -2.385 5.169
H19 4.112 -3.735 4.110
H20 3.516 -2.075 3.785
H21 4.018 -2.666 5.404
H22 6.041 -2.624 3.038
H23 5.067 -0.102 3.932
H24 6.283 -0.584 2.649
C17 0.752 3.127 -3.593
C18 -0.279 4.028 -2.683
C19 -1.466 3.145 -2.224
O13 -1.659 3.676 -0.972
C20 -0.585 4.192 -0.404
O14 -0.354 4.373 0.804
O15 0.242 4.260 -1.448
H25 0.959 2.174 -3.106
H26 1.703 3.652 -3.676
H27 0.214 2.892 -4.511
H28 -0.536 4.984 -3.139
H29 -1.291 2.077 -2.355
H30 -2.306 3.265 -2.908
C21 -4.017 4.805 5.430
C22 -2.667 4.027 5.725
C23 -2.786 2.960 6.894
O16 -2.049 1.905 6.380
C24 -1.691 2.119 5.105
O17 -1.089 1.394 4.337
O18 -2.216 3.269 4.725
H31 -4.913 4.367 4.990
H32 -3.839 5.425 4.551
H33 -4.300 5.460 6.254
H34 -1.802 4.629 6.005
H35 -3.802 2.711 7.202
H36 -2.199 3.460 7.664
C25 0.910 -0.725 2.682
C26 -0.019 -0.031 1.629
C27 0.761 0.665 0.535
O19 -0.067 0.551 -0.579
C28 -0.812 -0.563 -0.407
O20 -1.667 -0.907 -1.238
O21 -0.671 -1.010 0.747
H37 0.388 -1.464 3.291
H38 1.459 -0.030 3.317
H39 1.546 -1.307 2.016
H40 -0.703 0.661 2.119
H41 1.746 0.280 0.271
H42 0.862 1.676 0.929
C29 3.750 4.522 -0.874
C30 4.543 3.193 -1.044
C31 4.464 2.249 0.079
O22 4.137 1.044 -0.488
C32 3.748 1.124 -1.756
O23 3.208 0.242 -2.449
O24 3.833 2.451 -2.071
H43 3.590 4.768 0.176
H44 2.765 4.629 -1.327
H45 4.469 5.240 -1.270
H46 5.589 3.413 -1.260
H47 3.726 2.509 0.838
H48 5.430 2.279 0.583

Energy above the lowest of the compared OMol25 structures with the same formula, charge and spin ... 640.0 kJ/mol
E_HOMO ... -10.583 eV
SMILES ... C[C@H]1COC(=O)O1.C[C@H]1COC(=O)O1.C[C@H]1COC(=O)O1.C[C@H]1COC(=O)O1.C[C@H]1COC(=O)O1.C[C@H]1COC(=O)O1.C[C@H]1COC(=O)O1.C[C@H]1COC(=O)O1

Atomic partial charges in e from the Mulliken method, atoms 1 to 5: -1.159 0.681 -0.199 -0.323 0.600